[1]
Below is a molecular structure, C14H29B2F2HgN2O3S, with properties calculated with ωB97M-V/def2-TZVPD.

```
54
Properties=species:S:1:pos:R:3:mulliken_charge:R:1
Hg 0.04 0.44 0.00 2.60
C -1.12 -2.77 1.60 -1.56
C -1.96 -2.23 0.41 1.71
C -2.63 -3.45 -0.27 -1.96
C -3.08 -1.34 1.00 -0.93
O -1.20 -1.57 -0.50 -0.92
H -1.75 -3.27 2.34 0.37
H -0.61 -1.93 2.08 0.26
H -0.37 -3.47 1.22 0.34
H -3.28 -4.01 0.42 0.35
H -1.86 -4.11 -0.65 0.43
H -3.23 -3.09 -1.12 0.41
H -3.72 -1.89 1.71 0.42
H -3.69 -0.93 0.19 0.35
H -2.61 -0.50 1.52 -0.24
F -0.71 3.14 -1.81 -0.27
B -1.31 2.17 -1.06 -0.64
F -2.64 2.43 -1.08 -0.27
S 0.12 0.94 4.13 -0.58
C -0.20 1.68 2.58 -1.12
N 0.74 2.64 2.09 0.22
C 0.49 4.01 2.50 -0.82
C -0.93 4.40 2.09 -0.38
C -1.91 3.41 2.70 -0.87
N -1.55 2.06 2.28 0.19
H 1.66 2.35 2.37 0.15
H 1.22 4.66 2.00 0.37
H 0.59 4.14 3.59 0.33
H -1.01 4.36 1.00 0.07
H -1.16 5.41 2.43 0.39
H -2.92 3.62 2.36 0.39
H -1.88 3.51 3.80 0.35
H -2.16 1.39 2.72 0.10
C 5.09 -0.74 -1.88 -2.10
C 3.72 -0.33 -2.40 1.70
C 3.53 -0.91 -3.80 -1.83
O 2.73 -0.87 -1.52 -0.72
B 2.21 0.13 -0.69 -0.19
O 2.84 1.34 -1.04 -0.67
C 3.47 1.20 -2.31 1.72
C 2.47 1.70 -3.35 -1.89
C 4.73 2.06 -2.37 -1.90
H 5.13 -1.83 -1.80 0.53
H 5.25 -0.34 -0.88 0.38
H 5.89 -0.41 -2.54 0.32
H 3.79 -1.97 -3.79 0.48
H 4.16 -0.40 -4.52 0.32
H 2.49 -0.83 -4.11 0.33
H 1.60 1.04 -3.37 0.30
H 2.91 1.78 -4.35 0.30
H 2.11 2.68 -3.03 0.54
H 5.41 1.83 -1.56 0.35
H 4.44 3.11 -2.28 0.48
H 5.24 1.92 -3.33 0.31
```

Largest force on an atom ... 0.022 hartree/bohr
Energy above the lowest of the compared OMol25 structures with the same formula, charge and spin ... 0.00 kcal/mol
Net charge ... -2
Spin multiplicity ... 2
LUMO (alpha / beta) ... 0.16533 / 0.16521 Ha
Expectation value of S² ... 0.76



[2]
Below is a molecular structure, C14H29BrGdN6O, with properties calculated with ωB97M-V/def2-TZVPD.

```
52
Properties=species:S:1:pos:R:3:mulliken_charge:R:1
Gd -1.08 0.54 0.18 1.17
N -1.64 0.12 -2.17 -0.52
C -3.11 0.27 -2.45 -0.61
C -4.01 0.04 -1.23 -0.75
N -3.50 0.63 0.06 -0.18
C -3.92 2.03 0.31 -0.77
C -3.00 3.15 -0.21 -0.59
N -1.55 2.90 0.04 -0.47
H -1.15 0.65 -2.92 0.32
H -1.35 -0.85 -2.36 0.28
H -3.48 -0.44 -3.22 0.43
H -3.34 1.26 -2.87 0.37
H -4.17 -1.03 -1.12 0.48
H -4.96 0.49 -1.48 0.33
H -3.79 0.06 0.83 0.41
H -4.13 2.18 1.38 0.48
H -4.87 2.22 -0.18 0.34
H -3.37 4.07 0.23 0.42
H -3.16 3.29 -1.30 0.34
H -1.30 3.40 0.89 0.33
H -0.99 3.38 -0.68 0.33
Br 4.09 2.83 4.49 0.00
C 2.67 2.19 3.42 0.14
C 2.87 2.05 2.04 -0.54
C 1.82 1.66 1.24 -0.13
N 0.58 1.35 1.73 -0.01
C 0.39 1.52 3.06 -0.19
C 1.41 1.92 3.93 -0.54
H 3.86 2.26 1.57 0.44
H 1.93 1.58 0.16 0.25
H -0.60 1.23 3.46 0.42
H 1.14 2.07 4.99 0.45
C 0.32 -3.09 1.17 -0.79
N 1.35 -3.04 0.16 0.13
C 2.16 -4.24 -0.09 -1.13
C 1.48 -1.87 -0.52 0.41
O 0.59 -0.95 -0.35 -0.18
N 2.50 -1.68 -1.38 0.17
C 3.82 -2.29 -1.19 -1.19
C 2.43 -0.60 -2.35 -0.94
H 0.28 -4.13 1.57 0.31
H -0.65 -2.83 0.77 0.19
H 0.54 -2.40 2.00 0.29
H 1.66 -5.08 0.38 0.37
H 3.15 -4.16 0.38 0.39
H 2.26 -4.43 -1.13 0.43
H 4.17 -2.19 -0.14 0.41
H 4.50 -1.77 -1.83 0.45
H 3.85 -3.35 -1.49 0.34
H 1.41 -0.43 -2.68 0.17
H 3.09 -0.86 -3.21 0.45
H 2.77 0.36 -1.90 0.32
```

Largest force on an atom ... 0.035 hartree/bohr
Energy above the lowest of the compared OMol25 structures with the same formula, charge and spin ... 0.00 kcal/mol
Net charge ... +3
Spin multiplicity ... 8
LUMO (alpha / beta) ... -0.35881 / -0.49947 Ha
Expectation value of S² ... 16.03



[3]
Below is a molecular structure, C14H29Cl2N2PV, with properties calculated with ωB97M-V/def2-TZVPD.

```
49
Properties=species:S:1:pos:R:3:mulliken_charge:R:1
V -2.22 0.31 0.82 -0.14
Cl -1.14 1.63 2.32 -0.59
Cl -2.22 -1.07 -1.01 -0.57
H -1.78 1.32 -0.18 0.10
H -1.39 -0.78 1.51 0.07
P 2.55 -0.10 -0.61 -0.18
C 3.12 -0.44 1.05 0.41
C 2.35 -1.57 -1.83 0.51
C 2.50 1.64 -0.99 0.49
C 2.26 -1.23 2.06 -1.16
H 3.37 0.52 1.55 0.33
C 4.46 -1.17 0.75 -1.42
H 4.28 -2.07 0.16 0.27
H 5.04 -1.45 1.63 0.43
H 5.09 -0.53 0.12 0.30
H 1.34 -0.70 2.32 0.18
H 2.79 -1.40 3.02 0.42
H 1.98 -2.23 1.69 0.16
H 2.42 2.19 -0.03 0.36
C 1.37 2.17 -1.89 -1.44
C 3.93 1.94 -1.55 -1.43
H 4.68 1.90 -0.74 0.30
H 3.98 2.93 -2.03 0.44
H 4.24 1.16 -2.27 0.32
H 0.43 1.67 -1.71 0.29
H 1.63 2.07 -2.96 0.30
H 1.20 3.23 -1.69 0.42
C 1.69 -2.76 -1.19 -1.32
H 3.39 -1.79 -2.08 0.46
C 1.61 -1.23 -3.13 -1.41
H 2.14 -3.09 -0.25 0.24
H 1.71 -3.63 -1.88 0.45
H 0.61 -2.58 -1.01 0.19
H 0.53 -1.04 -2.94 0.22
H 1.63 -2.11 -3.81 0.45
H 2.00 -0.37 -3.67 0.33
N -5.01 1.36 -0.55 -0.29
C -5.30 0.97 0.70 0.69
C -6.53 1.16 1.35 -0.81
C -6.67 0.60 2.64 -0.07
C -5.60 -0.08 3.22 -0.85
C -4.41 -0.16 2.56 0.03
N -4.25 0.37 1.34 -0.13
H -4.06 1.36 -0.83 0.10
H -5.68 1.81 -1.16 0.19
H -7.33 1.73 0.87 0.28
H -7.60 0.69 3.18 0.37
H -5.64 -0.53 4.20 0.35
H -3.49 -0.63 2.93 0.32
```

Largest force on an atom ... 0.065 hartree/bohr
Net charge ... -1
Spin multiplicity ... 3
LUMO (alpha / beta) ... 0.10280 / 0.10272 Ha
Expectation value of S² ... 2.04



[4]
Below is a molecular structure, C14H29CuO13, with properties calculated with ωB97M-V/def2-TZVPD.

```
57
Properties=species:S:1:pos:R:3:mulliken_charge:R:1
Cu -0.36 -1.65 -0.39 0.72
C -2.37 -1.23 3.57 -1.26
C -1.09 -0.92 2.80 0.45
O -0.70 -1.91 1.90 -0.81
H -3.17 -1.52 2.89 0.22
H -2.80 -0.41 4.15 0.36
H -2.31 -2.01 4.33 0.33
H -0.35 -0.59 3.54 0.37
H -1.25 0.05 2.34 -0.42
C -3.55 -2.09 -0.30 -0.74
O -3.88 -1.10 -1.32 -0.34
C -2.94 -0.75 -2.14 0.93
O -1.85 -1.40 -2.39 -0.55
O -3.40 0.27 -2.79 -0.33
C -2.63 0.93 -3.75 -0.70
H -4.52 -2.52 -0.07 0.34
H -3.12 -1.62 0.59 0.22
H -2.89 -2.94 -0.45 0.31
H -2.47 0.23 -4.57 0.37
H -1.64 1.17 -3.36 0.25
H -3.14 1.81 -4.12 0.23
C -3.67 2.21 -0.14 -0.31
O -2.47 2.76 0.29 -0.41
C -1.32 2.11 0.31 0.59
O -1.11 1.01 -0.14 -0.23
O -0.49 2.83 1.19 -0.41
C 0.78 2.36 1.72 -0.41
H -3.51 2.08 -1.21 0.07
H -4.48 2.94 -0.02 0.24
H -3.87 1.25 0.33 0.22
H 1.17 3.20 2.30 0.27
H 1.47 1.96 0.99 0.24
H 0.40 1.61 2.41 0.21
C 4.86 1.62 5.02 -0.65
O 4.10 0.61 4.30 -0.33
C 3.97 0.66 2.99 0.90
O 4.64 1.34 2.15 -0.65
O 3.08 -0.18 2.70 -0.31
C 2.71 -0.48 1.33 -0.40
H 5.85 1.77 4.59 0.31
H 4.90 1.29 6.06 0.23
H 4.37 2.59 4.99 0.29
H 1.77 -0.26 0.81 -0.19
H 2.80 -1.53 1.08 0.32
H 3.50 -0.12 0.66 0.45
C 2.54 0.89 -3.32 -0.67
O 2.41 -0.29 -4.16 -0.31
C 1.73 -1.31 -3.65 0.66
O 1.31 -1.41 -2.47 -0.42
O 1.55 -2.21 -4.75 -0.33
C 0.95 -3.49 -4.50 -0.53
H 1.73 1.43 -2.82 0.25
H 3.14 1.71 -3.73 0.35
H 3.20 0.69 -2.48 0.27
H -0.10 -3.27 -4.32 0.20
H 1.43 -3.99 -3.65 0.27
H 1.10 -4.21 -5.30 0.25
```

Largest force on an atom ... 0.117 hartree/bohr
Energy above the lowest of the compared OMol25 structures with the same formula, charge and spin ... 79.73 kcal/mol
Net charge ... 0
LUMO ... 0.00958 Ha



[5]
Below is a molecular structure, C14H29F3LaN4O8P3, with properties calculated with ωB97M-V/def2-TZVPD.

```
62
Properties=species:S:1:pos:R:3:mulliken_charge:R:1
La -0.52 0.92 -0.10 1.64
C 1.68 2.19 -4.03 -1.53
C 1.75 1.03 -3.02 0.98
O 2.79 0.09 -3.31 -0.62
P 2.29 1.61 -1.38 0.46
O 2.46 0.32 -0.49 -0.44
O 3.63 2.40 -1.49 -0.52
O 1.22 2.39 -0.66 -0.48
P 0.10 0.19 -2.84 0.84
O -0.06 -0.45 -4.26 -0.52
O -0.90 1.26 -2.46 -0.64
O 0.15 -0.80 -1.69 -0.47
H 2.69 2.58 -4.19 0.39
H 1.03 2.99 -3.69 0.31
H 1.30 1.83 -4.98 0.47
H 2.70 -0.28 -4.19 0.40
H 2.94 -0.42 -0.90 0.39
H 4.34 2.03 -2.04 0.41
H -0.61 -1.24 -4.34 0.39
F -0.50 -5.51 3.63 -0.25
C 0.02 -4.42 4.22 0.81
F -0.69 -4.16 5.32 -0.25
F 1.28 -4.70 4.58 -0.22
C 0.02 -3.24 3.27 0.38
C -0.01 -1.95 3.77 -0.91
C 0.03 -0.90 2.87 -0.12
N 0.09 -1.08 1.55 -0.14
C 0.14 -2.33 1.08 -0.35
C 0.09 -3.44 1.90 -0.92
H -0.07 -1.75 4.83 0.47
H -0.01 0.12 3.23 0.43
H 0.20 -2.44 0.00 0.69
H 0.11 -4.43 1.48 0.48
C -4.43 2.68 2.94 -0.95
N -3.76 3.36 1.81 0.34
C -4.46 4.54 1.30 -1.15
P -2.24 3.02 1.44 0.31
O -1.87 1.56 1.72 -0.86
N -1.21 4.04 2.15 0.61
C 0.23 3.78 2.22 -0.98
C -1.62 5.22 2.94 -1.01
N -2.03 3.09 -0.24 0.58
C -3.24 2.64 -1.01 -1.26
C -1.42 4.29 -0.87 -1.05
H -4.49 3.36 3.79 0.30
H -3.89 1.79 3.23 0.26
H -5.43 2.40 2.63 0.34
H -4.68 5.23 2.12 0.43
H -5.39 4.25 0.82 0.34
H -3.85 5.08 0.57 0.30
H 0.54 2.91 1.63 0.11
H 0.53 3.62 3.25 0.41
H 0.80 4.62 1.80 0.38
H -2.69 5.20 3.12 0.29
H -1.35 6.14 2.42 0.31
H -1.11 5.19 3.90 0.34
H -3.72 1.80 -0.51 0.51
H -2.95 2.35 -2.01 0.31
H -3.96 3.46 -1.07 0.34
H -0.49 4.56 -0.38 0.30
H -2.09 5.15 -0.84 0.31
H -1.21 4.05 -1.91 0.27
```

Largest force on an atom ... 0.032 hartree/bohr
Energy above the lowest of the compared OMol25 structures with the same formula, charge and spin ... 0.00 kcal/mol
Net charge ... +2
LUMO ... -0.18884 Ha